The following is a DFT calculation (the ωB97M-V functional and the def2-TZVPD basis) of 10 unconnected molecules or ions with the total composition C14H48O14S2 in a non-equilibrium geometry.

## Properties
HOMO level (spin up / spin down)	-0.4261 / -0.4261	Eh
molecular weight	504.66	g/mol
net charge	+1
E_tot	-65617.054	eV
<S²>	0.754
2S+1	2

Cartesian coordinates (Å):
O 3.12 -0.21 1.15
S 2.34 1.04 0.89
O 3.07 2.32 0.68
O 1.40 0.81 -0.44
C 0.59 -0.41 -0.50
C -0.74 -0.06 -1.22
C 1.03 1.16 2.31
H 0.37 -0.84 0.48
H 1.14 -1.15 -1.07
H -1.27 -0.97 -1.49
H -0.56 0.50 -2.14
H -1.40 0.55 -0.60
H 0.16 1.71 1.95
H 1.45 1.58 3.22
H 0.77 0.13 2.56
O -2.58 -4.72 1.30
S -2.05 -3.35 1.26
O -1.47 -2.67 2.43
O -0.93 -3.25 0.01
C -0.97 -4.31 -1.04
C 0.31 -4.22 -1.88
C -3.24 -2.27 0.43
H -1.84 -4.33 -1.69
H -0.87 -5.23 -0.47
H 0.37 -5.09 -2.53
H 1.20 -4.24 -1.24
H 0.50 -3.33 -2.48
H -3.58 -2.63 -0.55
H -2.76 -1.30 0.38
H -4.08 -2.11 1.11
C 2.82 -3.86 1.46
O 3.57 -2.95 0.67
H 2.78 -3.60 2.52
H 1.78 -3.95 1.14
H 3.12 -4.90 1.35
H 3.22 -2.05 0.76
C -0.13 3.50 -1.25
O 0.24 4.40 -0.24
H -0.80 3.94 -1.99
H 0.75 3.09 -1.76
H -0.67 2.71 -0.73
H 0.12 3.99 0.62
C -5.21 0.93 -0.66
O -3.86 1.25 -0.76
H -5.69 1.40 -1.51
H -5.34 -0.15 -0.79
H -5.61 1.35 0.26
H -3.52 0.94 -1.60
C -2.59 -0.95 -4.56
O -3.09 -0.08 -3.52
H -1.73 -1.59 -4.40
H -3.29 -1.67 -5.00
H -2.25 -0.33 -5.38
H -3.56 0.64 -3.95
C 5.31 4.23 1.92
O 4.43 4.72 0.97
H 4.63 3.84 2.68
H 5.84 3.39 1.47
H 6.01 4.99 2.28
H 3.84 3.99 0.78
C 0.27 4.28 3.77
O 1.54 4.28 3.14
H 0.10 3.30 4.21
H 0.23 5.03 4.56
H -0.50 4.41 3.01
H 1.74 5.19 2.94
C 4.00 -2.32 -3.09
O 4.02 -3.45 -2.20
H 3.30 -1.55 -2.76
H 4.93 -1.77 -3.23
H 3.61 -2.70 -4.04
H 4.01 -3.16 -1.28
C -3.02 1.27 2.60
O -2.32 1.63 1.42
H -3.80 1.98 2.87
H -3.52 0.32 2.43
H -2.29 1.27 3.41
H -2.90 1.67 0.65